Below is a cluster of 7 separate species, C63H133N7O7 in total, with properties calculated with ωB97M-V with the def2-TZVPD basis set.

The frontier orbital gap comes out at 8.8 eV. The calculation puts the LUMO energy at 0.4970 eV. Its SMILES is CC1(C)CCCC(C)(C)N1O.CC1(C)CCCC(C)(C)N1O.CC1(C)CCCC(C)(C)N1O.CC1(C)CCCC(C)(C)N1O.CC1(C)CCCC(C)(C)N1O.CC1(C)CCCC(C)(C)N1O.CC1(C)CCCC(C)(C)N1O. The calculation puts the energy above the lowest of the compared OMol25 structures with the same formula, charge and spin at 91.7 kcal per mole. Its spin multiplicity is 1. Its total energy is -92240.4235 eV.

CARTESIAN COORDINATES (ANGSTROEM)
C: 18.33882 14.79948 8.38459
C: 17.71985 14.05209 9.56632
C: 18.23459 12.55747 9.68730
C: 18.01368 14.76512 10.94130
C: 17.23958 16.03577 11.13045
C: 15.75576 15.95136 10.98971
C: 15.36526 15.19415 9.68795
C: 13.91349 14.79206 9.78760
C: 15.42176 16.22938 8.52988
N: 16.23799 13.99319 9.48133
O: 15.74652 13.29569 8.37459
H: 19.30718 14.37393 8.12846
H: 17.69324 14.90916 7.46212
H: 18.54829 15.83659 8.68062
H: 19.33326 12.63114 9.56766
H: 18.00895 12.15336 10.66585
H: 17.84233 11.82562 8.91144
H: 17.66031 14.03994 11.67875
H: 19.10698 14.79828 10.99368
H: 17.51538 16.46292 12.08412
H: 17.55856 16.78583 10.33217
H: 15.21761 16.90123 11.06502
H: 15.34195 15.29084 11.79505
H: 13.52072 14.56427 8.79818
H: 13.35344 15.56907 10.22189
H: 13.71348 13.88366 10.35506
H: 15.21082 15.77202 7.55948
H: 16.45568 16.56181 8.38942
H: 14.81820 17.14056 8.73154
H: 16.09620 13.62354 7.50486
C: 8.08260 21.44061 18.64005
C: 8.93925 20.83095 19.77997
C: 7.96710 20.40316 20.94428
C: 9.67360 19.63268 19.13331
C: 10.74307 19.00059 20.00577
C: 11.76097 20.03608 20.44511
C: 11.16925 21.33165 21.11835
C: 10.77960 20.99216 22.54795
C: 12.23312 22.50939 20.97007
N: 10.01301 21.74654 20.17463
O: 9.50572 22.98332 20.82162
H: 7.23816 20.82965 18.55609
H: 7.66512 22.40453 18.84019
H: 8.73966 21.48542 17.81563
H: 7.60763 21.32864 21.46452
H: 7.12141 19.92416 20.41350
H: 8.33087 19.75613 21.72417
H: 9.03334 18.84115 18.73509
H: 10.10102 20.07997 18.21090
H: 10.25258 18.61920 20.91287
H: 11.27129 18.16459 19.53616
H: 12.38618 20.37593 19.69776
H: 12.42620 19.52908 21.10958
H: 11.67497 21.17916 23.21392
H: 10.52631 19.91287 22.65265
H: 10.01015 21.61521 22.92658
H: 12.06403 22.95084 19.95092
H: 13.23379 22.03235 21.10208
H: 12.05581 23.26202 21.76274
H: 9.29258 23.57228 20.10132
C: 14.56031 12.48362 13.73281
C: 14.00219 11.13819 13.32668
C: 14.22892 11.02818 11.81549
C: 14.58024 9.83942 13.98726
C: 14.20179 9.77629 15.45598
C: 12.68634 9.70082 15.66700
C: 11.96592 10.97716 14.95068
C: 10.51782 10.78148 14.76371
C: 12.15255 12.26968 15.64223
N: 12.47731 10.97305 13.52910
O: 11.72423 11.98099 12.73157
H: 15.30682 12.71831 13.02790
H: 13.82417 13.29639 13.63563
H: 14.91548 12.43832 14.77615
H: 15.24778 10.81736 11.61912
H: 13.66520 10.19377 11.37813
H: 13.96461 11.96746 11.32615
H: 14.21084 8.94329 13.45587
H: 15.66879 9.79658 13.95103
H: 14.65319 8.85048 15.81028
H: 14.63994 10.63479 15.94653
H: 12.50227 9.78267 16.69020
H: 12.36254 8.78833 15.05299
H: 10.32581 9.92744 14.17311
H: 10.05785 11.61962 14.17160
H: 10.07957 10.63379 15.76817
H: 11.40531 12.33367 16.40114
H: 11.97806 13.19327 15.01406
H: 13.15041 12.28419 16.10606
H: 11.04548 11.35753 12.40602
C: 11.58993 22.81578 12.42350
C: 11.47550 22.81989 13.90524
C: 9.95132 22.61286 14.18501
C: 12.42969 21.71358 14.45097
C: 12.51448 21.62960 15.97062
C: 12.99399 22.96230 16.49275
C: 12.21056 24.22108 15.98095
C: 10.86986 24.44507 16.69205
C: 13.05190 25.47474 16.17815
N: 12.02616 24.10887 14.48841
O: 11.13597 25.20925 14.02097
H: 11.15990 21.91946 12.06427
H: 10.98897 23.58443 11.91790
H: 12.57352 23.03360 12.05306
H: 9.65206 22.46241 15.25238
H: 9.46947 23.54162 13.82316
H: 9.67626 21.70869 13.69933
H: 12.12011 20.65838 14.13214
H: 13.39863 21.95863 14.04718
H: 11.59742 21.36300 16.50205
H: 13.23122 20.85767 16.23288
H: 14.02937 23.17064 16.22053
H: 12.92998 22.99066 17.61883
H: 10.17935 25.09807 16.12959
H: 11.22677 24.82084 17.65006
H: 10.26906 23.55360 16.90845
H: 13.94064 25.51049 15.59279
H: 13.42272 25.45256 17.22298
H: 12.38434 26.30695 16.13391
H: 11.79947 25.69315 13.51124
C: 8.67560 14.27594 14.32270
C: 9.41918 15.68439 14.18821
C: 8.57356 16.49736 13.06991
C: 9.24959 16.37618 15.57482
C: 10.20913 17.53743 15.77711
C: 11.64321 17.09591 15.47547
C: 11.85273 16.55811 14.05372
C: 11.70325 17.58006 13.00466
C: 13.28767 15.90203 13.95626
N: 10.85877 15.48391 13.89164
O: 10.95364 14.94266 12.57559
H: 8.45069 13.95591 13.27270
H: 9.20949 13.54367 14.90498
H: 7.77238 14.45206 14.88940
H: 8.74633 16.01351 12.08032
H: 7.52405 16.30766 13.26293
H: 8.82677 17.54498 12.90822
H: 8.19545 16.57756 15.71013
H: 9.53209 15.54816 16.27378
H: 9.99635 18.31894 15.08266
H: 10.36322 17.89962 16.77652
H: 11.89383 16.26338 16.17422
H: 12.42256 17.92990 15.40462
H: 12.42254 18.39457 13.17107
H: 10.77037 18.12912 12.98022
H: 11.94436 17.15934 12.01841
H: 14.07771 16.57178 14.36885
H: 13.47860 15.72830 12.88518
H: 13.16551 14.95399 14.51512
H: 11.30879 14.03347 12.72018
C: 17.18326 20.43532 13.63364
C: 16.77926 19.77926 14.95714
C: 15.59215 18.79703 14.72823
C: 17.99339 18.99325 15.42493
C: 18.01791 18.68221 16.90300
C: 17.80571 20.04324 17.71246
C: 16.48312 20.81199 17.28389
C: 15.29266 20.00156 17.75559
C: 16.44360 22.18778 17.97289
N: 16.54997 20.89271 15.84610
O: 15.45256 21.67287 15.29064
H: 17.84418 19.72731 13.07266
H: 16.32417 20.63027 12.98683
H: 17.81675 21.36747 13.86761
H: 14.68587 19.43035 14.71875
H: 15.75158 18.31867 13.81914
H: 15.55530 18.00151 15.50740
H: 17.91350 18.03860 14.90090
H: 18.89702 19.47179 15.14752
H: 17.29670 18.00575 17.20833
H: 19.00290 18.33480 17.23630
H: 18.67658 20.69791 17.53386
H: 17.70638 19.95914 18.84821
H: 14.34822 20.57151 17.66703
H: 15.51035 19.82535 18.86370
H: 15.05826 19.11105 17.23838
H: 16.30557 22.09373 19.03367
H: 15.65487 22.83902 17.56880
H: 17.42702 22.62455 17.81138
H: 15.92213 22.50532 15.14289
C: 15.35061 12.89461 18.64678
C: 15.77606 14.36288 18.96988
C: 17.16490 14.40397 19.51475
C: 15.72698 15.34772 17.84262
C: 14.29787 15.73174 17.41363
C: 13.58962 16.33179 18.60384
C: 13.50161 15.41833 19.82488
C: 13.11457 16.25050 21.00701
C: 12.44202 14.37416 19.65674
N: 14.92095 14.95619 20.05318
O: 14.99112 14.06349 21.16404
H: 14.33714 12.74304 18.27857
H: 16.08228 12.47131 17.88306
H: 15.35500 12.27020 19.54042
H: 17.42632 15.37724 19.82644
H: 17.21988 13.74254 20.42788
H: 17.92090 14.01173 18.78739
H: 16.30443 16.19331 18.24211
H: 16.24306 14.86060 16.97726
H: 14.38197 16.33614 16.54309
H: 13.86433 14.78566 17.08428
H: 12.52962 16.59308 18.35378
H: 14.21373 17.22124 18.96503
H: 13.79190 17.11411 21.20339
H: 13.06503 15.69542 21.90881
H: 12.07727 16.67342 20.86949
H: 12.51184 13.77611 18.70761
H: 11.43459 14.77234 19.84235
H: 12.54958 13.69317 20.50193
H: 15.58914 14.50866 21.80171

Forces on atoms 1 to 2 (eV/Å):
C 0.0 0.8 -0.5
C -1.3 -0.8 0.4